Record 1
Computed, not measured: a structure of composition C25H27BF2N3O3RuS, with ωB97M-V/def2-TZVPD.

HOMO level (alpha / beta) in eV: -7.3 / -8.8
HOMO-LUMO gap (alpha / beta) in eV: 7.44 / 7.47
Spin multiplicity: 6

```
63
C25H27BF2N3O3RuS ωB97M-V/def2-TZVPD
Ru -0.3526 0.0383 -0.5119
C 1.7803 2.2298 2.3368
C 2.5826 2.2146 1.0476
C 3.9690 2.3328 1.0895
C 4.7241 2.5719 -0.0428
C 4.0852 2.6621 -1.2760
C 2.7328 2.3828 -1.3458
C 2.1006 2.4760 -2.7170
C 2.0208 2.1451 -0.1907
N 0.5822 1.9722 -0.3253
C -0.1310 3.1799 -0.4685
O 0.4298 4.2643 -0.5043
C -1.6633 2.9323 -0.3552
C -2.5601 3.9952 -0.1954
C -3.9075 3.6738 -0.0682
C -4.2375 2.2919 -0.0874
C -3.2334 1.3298 -0.2538
N -1.9560 1.6842 -0.3773
C -3.4286 -0.1714 -0.0502
O -4.5495 -0.6491 0.1250
N -2.2534 -0.8054 0.0406
C -2.1157 -2.0884 0.4757
C -2.1206 -3.1309 -0.4597
C -2.6759 -3.0135 -1.8216
C -1.6447 -4.4093 -0.1371
C -1.3736 -4.7084 1.2116
C -1.4383 -3.6727 2.1628
C -1.7519 -2.3434 1.8152
C -1.8085 -1.2406 2.8408
H 2.3659 2.3305 3.2048
H 1.0620 1.3706 2.3798
H 1.0530 3.0066 2.1727
H 4.4453 2.3562 2.0630
H 5.7985 2.5812 -0.0641
H 4.5975 2.8489 -2.1718
H 1.1348 3.0029 -2.7428
H 1.9331 1.4673 -3.1360
H 2.7306 3.0302 -3.3488
H -2.1622 5.0128 -0.1989
H -4.6562 4.4340 -0.0874
H -5.3274 2.1208 0.1052
H -2.4979 -1.9867 -2.2106
H -3.7168 -3.1602 -1.7682
H -2.2006 -3.6909 -2.5124
H -1.5992 -5.1322 -0.8749
H -0.9649 -5.6735 1.4688
H -1.1123 -3.8859 3.2429
H -1.6896 -1.5835 3.8579
H -2.7419 -0.7482 2.7197
H -0.9972 -0.5100 2.6715
C 3.1933 -1.3541 -0.4870
S 2.2078 -1.6853 1.0445
C 1.6629 -3.3882 0.7262
O 0.9392 -0.8177 1.0576
H 4.0439 -2.0687 -0.3850
H 3.4273 -0.2895 -0.4548
H 2.6122 -1.6094 -1.3795
H 2.3415 -3.9075 0.0422
H 0.6183 -3.3493 0.2624
H 1.5851 -3.8614 1.7325
F -0.5970 -0.3291 -3.5787
B 0.0636 -0.7561 -2.5157
F 0.6419 -1.9185 -2.7922
```

Record 2
Computed, not measured: a structure of composition C25H27Br66FNO5S, with ωB97M-V/def2-TZVPD.

Total charge: -1
HOMO level in eV: -6.2
HOMO-LUMO gap in eV: 6.77

```
126
C25H27Br66FNO5S ωB97M-V/def2-TZVPD
C 5.5006 -4.9752 0.0284
C 4.1955 -5.1799 0.7812
O 3.2178 -5.4735 -0.2068
N 1.9261 -5.2058 0.2616
C 0.9714 -5.9104 -0.8683
O -0.0937 -6.3821 -0.5336
O 1.4657 -5.8624 -1.9693
S 1.5700 -3.4713 0.0794
O 1.6457 -2.7883 1.3353
O 0.3869 -3.2367 -0.6835
F 2.8045 -2.8612 -0.6767
H 6.3319 -4.7838 0.7025
H 5.6792 -5.8665 -0.5781
H 5.3543 -4.1599 -0.6831
H 3.9637 -4.2780 1.3543
H 4.3062 -5.9979 1.5032
C -2.5908 -1.2473 -1.0644
Br -2.0401 0.5286 -1.5659
Br -4.0673 -1.1721 0.1772
Br -2.9847 -2.3352 -2.5930
H -1.7547 -1.7167 -0.5584
C -3.1409 -6.1385 -4.2302
Br -2.8405 -7.5417 -5.5150
Br -3.7380 -4.5284 -5.1056
Br -4.3500 -6.6813 -2.8440
H -2.1910 -5.9181 -3.7592
C 0.9623 -9.9929 0.8982
Br 1.9038 -11.6054 0.3571
Br 1.3473 -8.4713 -0.1932
Br -0.9383 -10.2893 0.9728
H 1.2889 -9.7711 1.9035
C 6.2410 -1.0074 -0.0308
Br 7.6540 -1.9958 -0.8905
Br 4.7291 -0.7594 -1.1792
Br 5.7354 -1.7864 1.6533
H 6.6380 -0.0270 0.1892
C -1.3186 -5.1218 3.1528
Br -2.4943 -3.7389 2.5089
Br -2.1787 -6.8516 3.1628
Br 0.2943 -5.1118 2.0964
H -1.0679 -4.8931 4.1783
C -4.0011 -11.3098 -1.9825
Br -4.1455 -10.8983 -0.1150
Br -2.5483 -10.3482 -2.7818
Br -3.8588 -13.2046 -2.3000
H -4.9143 -10.9800 -2.4575
C -6.8092 -11.6588 3.0771
Br -5.4397 -10.5125 3.7772
Br -6.5332 -13.4916 3.5885
Br -8.5670 -11.0454 3.5600
H -6.7410 -11.6158 1.9993
C 1.4832 1.1468 -3.5178
Br 3.2292 1.1135 -4.3283
Br 1.1285 -0.4595 -2.5391
Br 1.2606 2.7316 -2.4361
H 0.7612 1.2012 -4.3195
C 2.8163 2.9002 1.3199
Br 1.6417 4.2874 0.6904
Br 1.9463 1.1891 1.3599
Br 4.4622 2.8529 0.3270
H 3.0762 3.1493 2.3376
C -0.2751 7.1564 3.4993
Br 1.4455 7.6367 2.7996
Br -1.6994 7.6562 2.3135
Br -0.3657 5.2862 3.9602
H -0.4061 7.7163 4.4137
C 7.6056 5.1776 -1.9356
Br 8.9946 6.3214 -1.2538
Br 7.8442 3.3520 -1.3710
Br 5.8620 5.8399 -1.4983
H 7.6882 5.1862 -3.0124
C -2.8581 3.8363 6.6965
Br -3.7078 5.4083 7.3942
Br -2.1015 2.7499 8.0938
Br -4.0533 2.8431 5.5744
H -2.0411 4.1721 6.0743
C -3.6003 -11.6650 -6.0802
Br -2.6479 -10.4135 -7.1819
Br -5.4014 -11.0836 -5.7417
Br -3.5437 -13.4437 -6.8018
H -3.0991 -11.6898 -5.1215
C -2.9467 4.0768 1.1083
Br -3.9277 2.6163 1.8820
Br -1.4888 3.4337 0.0445
Br -4.0941 5.2725 0.1268
H -2.5207 4.6476 1.9222
C -9.1938 -9.8478 -5.8981
Br -10.2575 -10.6369 -7.2914
Br -9.5846 -7.9824 -5.6728
Br -9.3682 -10.8136 -4.2438
H -8.1611 -9.9217 -6.2072
C 4.8079 9.7587 -2.9759
Br 3.7106 8.3255 -3.6230
Br 4.2581 10.2975 -1.2162
Br 6.6806 9.3264 -3.0475
H 4.6536 10.6014 -3.6350
C -4.5495 9.2342 6.0396
Br -5.6696 7.7946 5.4484
Br -5.0389 9.8447 7.7948
Br -2.6831 8.7722 5.9511
H -4.7022 10.0584 5.3591
C 1.6360 10.9822 -6.7020
Br 0.5351 9.5374 -7.3230
Br 1.1750 11.5163 -4.9152
Br 3.5081 10.5582 -6.8423
H 1.4524 11.8280 -7.3479
C -5.8790 3.6805 10.1933
Br -6.8799 3.0167 8.6976
Br -6.2741 5.5301 10.5433
Br -6.1262 2.5922 11.7582
H -4.8326 3.6245 9.9252
C 4.5298 11.5018 2.9048
Br 4.3383 11.9461 4.7658
Br 5.9926 12.4429 2.0888
Br 4.6778 9.6044 2.6528
H 3.6272 11.8234 2.4061
C 4.3829 5.9469 5.8396
Br 4.9275 7.7449 5.4370
Br 2.8728 5.9077 7.0288
Br 4.0460 4.9590 4.2253
H 5.2042 5.4610 6.3450
C 3.3744 8.5517 -10.1344
Br 5.0994 9.0492 -10.8204
Br 1.9577 9.0722 -11.3246
Br 3.2890 6.6839 -9.7028
H 3.2300 9.0973 -9.2133
```